{"formula": "C5H35NO14", "method": "the ωB97M-V functional and the def2-TZVPD basis", "multiplicity": 2, "s2": 0.767, "gap_ev": [9.8454, 4.3830], "total_charge": 1, "species": ["O", "O", "O", "O", "O", "O", "O", "O", "O", "O", "O", "O", "O", "O", "N", "C", "C", "C", "C", "C", "H", "H", "H", "H", "H", "H", "H", "H", "H", "H", "H", "H", "H", "H", "H", "H", "H", "H", "H", "H", "H", "H", "H", "H", "H", "H", "H", "H", "H", "H", "H", "H", "H", "H", "H"], "xyz": [[2.775, -1.890, 1.500], [2.456, -3.726, -1.965], [-1.924, -0.550, -2.017], [-0.493, 0.505, 4.441], [3.453, 2.240, 3.079], [0.476, -1.895, -3.883], [2.865, 1.091, 0.603], [-1.197, -1.347, 2.617], [0.157, -4.775, -2.232], [2.622, -0.949, -2.486], [1.964, 4.574, -1.951], [-3.378, -1.247, 0.785], [-3.173, 2.023, 2.863], [0.090, 2.287, 2.665], [-0.547, -0.981, 0.474], [-1.062, 1.194, -0.511], [-1.686, 0.803, -1.932], [-2.918, 1.573, -2.322], [0.038, 0.056, -0.313], [-0.361, -1.041, 1.773], [-2.483, -0.885, -1.413], [2.934, 1.634, 3.660], [3.263, -3.290, -1.636], [2.819, -3.944, -2.867], [-3.207, 1.490, 3.651], [0.417, -4.209, -1.506], [-0.818, 0.933, 3.573], [0.735, 0.535, 0.292], [0.199, -4.093, -2.938], [-1.995, 1.335, 0.237], [3.199, 0.267, 0.643], [-0.396, -1.419, -3.694], [-0.935, 0.916, -2.731], [2.819, 2.646, 2.592], [-4.122, 2.179, 2.918], [0.331, -0.298, -1.244], [0.413, -2.629, -3.283], [3.103, 1.633, 1.222], [-2.695, 2.487, -2.588], [-3.680, 1.733, -1.528], [-2.891, -1.266, 1.728], [1.140, 4.038, -1.497], [-4.038, -1.936, 0.910], [-0.632, 2.072, -0.488], [0.576, -0.557, 2.149], [0.620, 2.204, 3.650], [-0.685, -0.393, 4.172], [1.987, -1.904, 0.889], [-0.437, 3.090, 2.842], [1.959, 4.101, -2.795], [2.490, -0.266, -1.874], [1.943, -1.201, -3.042], [-3.463, 1.219, -3.176], [2.822, -2.729, 1.840], [-1.448, -1.438, 0.145]]}

=====

{"formula": "C8H5INO5", "method": "the ωB97M-V functional and the def2-TZVPD basis", "gap_ev": 7.2990, "total_charge": -1, "smiles": "O=C([O-])O/[N+]([O-])=C(/O)c1ccccc1I", "species": ["I", "O", "O", "O", "O", "O", "N", "C", "C", "C", "C", "C", "C", "C", "C", "H", "H", "H", "H", "H"], "xyz": [[-3.384, 0.770, 0.409], [-1.663, -2.162, 1.859], [-2.173, -3.919, -1.289], [0.171, -3.461, 2.370], [-2.493, -1.435, -1.852], [-0.555, -3.478, 0.269], [-1.414, -3.076, -0.681], [0.651, -0.610, -0.369], [-0.720, -2.943, 1.716], [1.456, 0.533, -0.198], [-0.728, -0.444, -0.311], [-1.261, 0.693, 0.165], [-0.571, 1.848, 0.427], [-1.643, -1.852, -0.870], [0.809, 1.752, 0.214], [2.557, 0.446, -0.503], [1.483, 2.676, 0.259], [-1.037, 2.696, 0.904], [-3.059, -2.177, -2.190], [0.983, -1.357, -0.960]]}

=====

no.,F_max (eV Å⁻¹)
1,8.64
2,6.39